No. 1
20
Properties=species:S:1:pos:R:3:forces:R:3:mulliken_charge:R:1 method="wB97M-V/def2-TZVPD" orbital_gap_ev=8.8957 homo_energy_ev=-8.074
C -0.788874 -1.388111 0.770125 0.505 -0.071 0.383 -0.81
C 0.481559 0.575750 -0.344468 0.676 -0.970 1.871 1.05
H 2.078333 -1.136168 0.655696 -0.055 0.258 0.132 0.22
H -2.564020 -0.431625 0.637139 0.070 -0.176 -0.069 0.23
O -0.604812 0.800290 1.732729 0.937 -1.015 0.375 -0.80
H -2.646419 -1.994933 0.137262 0.023 0.040 0.046 0.23
H -0.868374 -0.051860 -1.810633 0.096 0.138 0.064 0.36
N -2.075661 -1.158910 0.115349 -0.018 0.266 0.179 -0.54
H 1.995840 0.367298 1.566579 0.282 -0.164 -0.274 0.28
H 0.844280 2.427414 0.673306 -0.085 -0.003 -0.045 0.37
H 0.507800 -1.101586 -1.672086 0.011 -0.020 -0.115 0.33
H 0.718840 0.468367 -2.479759 0.006 -0.026 -0.028 0.36
H -0.201999 -2.095869 0.174307 -0.060 0.047 0.021 0.38
H 1.625819 2.268742 -0.935213 -0.042 0.067 -0.006 0.37
H -0.113381 2.546952 -0.808813 -0.016 -0.126 0.053 0.34
N 1.604987 -0.268016 0.881269 -1.346 1.063 -1.336 -0.57
C 0.216147 -0.052406 -1.665994 0.654 -0.464 -0.065 -1.39
H -0.866280 -1.790026 1.791927 -0.017 0.014 -0.149 0.34
C 0.738248 2.045734 -0.338852 0.396 -0.147 0.076 -1.40
C -0.082031 -0.031039 0.920129 -2.018 1.289 -1.114 0.64


No. 2
84
Properties=species:S:1:pos:R:3:forces:R:3:mulliken_charge:R:1 method="wB97M-V/def2-TZVPD" total_charge=-2 orbital_gap_ev="5.7544 / 3.7828" multiplicity=2 homo_energy_ev="-2.009 / -2.008"
F -7.793586 3.514255 0.990559 -0.179 0.090 0.116 -0.34
C -2.071997 1.696334 0.255700 0.234 -0.360 -0.448 0.24
H -2.603070 0.370164 4.048022 0.044 -0.021 0.025 0.43
C 1.865421 3.433555 3.858248 -0.006 -0.114 -0.051 -0.74
O 2.386381 -0.735977 -2.102549 -0.009 -0.223 -0.794 0.28
C -0.573234 0.618595 3.463325 -0.020 -0.132 0.121 0.44
H -0.387326 1.660000 -2.632775 0.012 -0.147 0.012 0.29
H 4.557342 -6.353549 3.113629 0.003 -0.026 -0.044 0.36
C 2.857795 -3.394531 -5.135868 0.010 0.050 -0.016 -0.24
C 0.836689 2.547229 4.107115 -0.047 0.050 0.030 -1.14
O 2.336954 -0.160464 0.382553 1.017 0.031 -0.262 -0.52
N 0.951618 1.707585 1.864710 0.292 0.059 -0.292 0.61
O 2.735687 -2.621371 -0.079987 0.491 0.910 0.004 0.25
N -1.224477 0.950613 0.041029 -0.545 0.352 0.158 -0.35
H 2.975641 -4.113655 -5.934738 -0.005 0.003 0.000 0.37
H 4.293072 2.535648 -1.598380 -0.006 -0.013 0.012 0.27
H -0.092996 -0.000882 4.227430 0.063 -0.045 -0.061 0.33
O 0.202477 -2.768920 0.833750 -0.304 0.054 -0.809 -0.68
C 0.432604 1.683094 3.094141 0.023 0.005 0.069 0.33
H 0.357974 2.501805 5.075048 0.014 -0.024 0.007 0.38
C -6.110943 1.210514 -1.221192 0.240 0.106 0.133 0.03
N -9.356134 0.093734 -2.891895 0.035 0.029 0.042 -0.67
C 3.606303 -2.400030 -3.090335 0.085 -0.111 0.088 -0.08
O 4.179265 -1.264913 1.493804 -0.208 0.192 -0.139 -0.73
H 5.831570 -5.715669 1.077045 -0.031 -0.046 -0.002 0.37
C -5.548333 3.043450 0.730790 -0.306 -0.017 -0.161 0.09
C 3.261083 2.354341 -1.875425 0.058 -0.062 0.008 -0.92
C -1.873664 1.179913 4.043774 0.092 -0.108 -0.023 -1.49
H 4.936343 -3.979478 -0.443022 0.031 -0.003 0.041 0.24
C 4.885523 -5.236830 1.305745 0.082 -0.063 -0.012 -0.63
C -3.106667 2.608528 0.524265 -0.608 -0.001 -0.084 0.18
C -8.940733 0.788221 -2.068513 -0.070 -0.237 -0.279 0.06
C 1.778084 -2.524677 -5.107970 0.087 -0.107 0.024 -1.12
As 0.746328 -2.876160 2.418490 0.162 -2.133 2.980 0.13
C -0.723981 -1.266028 -1.903799 0.076 -0.270 -0.286 -0.60
F -1.616740 -1.556258 -0.832135 -0.427 -0.286 -0.225 -0.27
F -6.337485 0.341088 -2.206102 -0.042 -0.131 -0.129 -0.34
C -7.209713 1.888827 -0.638318 -0.411 -0.038 -0.154 0.50
C -6.842433 2.815580 0.366366 0.337 0.015 -0.018 0.08
N -10.618324 2.860957 -0.081221 0.055 0.000 -0.010 -0.68
H 2.581956 -1.374869 2.420656 0.037 0.021 0.174 0.40
H 3.648567 2.191219 -3.971677 0.015 0.043 0.017 0.38
C 1.632606 -1.631593 -4.071066 -0.157 0.042 -0.050 -0.05
H 2.417180 -5.187413 3.629063 0.065 -0.014 0.039 0.29
C 2.448100 3.427062 2.611085 0.052 0.021 -0.084 -0.77
N -2.309912 4.740999 1.708727 -0.039 -0.040 -0.013 -0.70
O -0.854966 -0.232485 2.389269 0.198 0.316 -0.830 -0.31
F -5.322603 3.933789 1.697191 0.036 0.124 0.173 -0.34
C 2.261563 2.289903 -0.890110 -0.146 0.300 -0.228 0.62
C 4.175535 -5.589302 2.444354 -0.017 -0.019 0.147 -0.59
F 0.230343 -2.325369 -1.696798 -0.339 -0.080 -0.336 -0.24
H -1.735224 1.531178 5.067430 -0.023 0.042 0.009 0.43
C 2.898843 2.167505 -3.189377 -0.029 -0.011 0.075 -0.43
S 3.515358 -1.064412 0.189790 1.917 -0.297 0.085 0.31
C 2.987309 -4.928046 2.739242 0.029 0.053 -0.073 -0.65
C 2.505389 -3.914729 1.926854 -0.439 0.793 -0.439 0.24
C 3.203192 -3.600360 0.762432 0.266 -0.761 0.434 0.23
C -8.550137 1.683532 -1.044706 0.409 0.057 0.145 0.55
C 0.664428 1.849440 -2.451539 0.045 0.076 -0.079 0.12
C 4.396943 -4.254616 0.459120 -0.250 0.151 -0.277 -0.47
H 4.638470 -3.972725 -4.070099 0.020 0.026 0.039 0.41
C -4.816973 1.431840 -0.850088 -0.282 -0.069 -0.027 0.06
H 3.271850 4.087582 2.368849 -0.055 0.059 0.005 0.42
N 2.599583 2.668384 0.393478 0.025 -0.360 0.086 0.14
C -9.657478 2.360532 -0.480804 -0.262 0.171 0.169 0.14
C 1.564106 1.937311 -3.499267 -0.098 0.018 -0.063 -1.07
O -1.080220 -1.551102 2.920659 0.056 -0.241 0.257 -0.74
C 3.780743 -3.315353 -4.103585 -0.119 0.011 -0.080 -0.85
C 1.948659 2.563108 1.627716 -0.168 0.176 0.251 0.02
H 1.022088 -2.540578 -5.880429 -0.020 0.003 0.017 0.41
O 1.644538 -1.293562 2.667882 -0.477 -0.114 -0.221 -0.60
H 3.553081 2.968107 0.485082 0.034 0.045 0.013 0.23
H 1.237794 1.811129 -4.523225 -0.030 -0.020 0.021 0.45
N 0.998740 2.013367 -1.174464 0.168 0.172 0.077 0.04
N 2.534203 -1.571492 -3.062639 0.029 0.224 0.050 0.07
H -2.247716 2.004376 3.443676 -0.107 0.134 -0.107 0.20
C -2.700427 3.783877 1.194988 0.148 0.291 0.235 -0.13
H 4.276735 -2.291526 -2.255068 -0.028 0.053 0.074 0.45
H 0.795909 -0.960611 -3.971801 0.019 0.073 0.096 0.50
C -4.456174 2.365797 0.149079 0.585 0.044 0.140 0.66
H 2.209478 4.115923 4.625511 0.031 -0.008 0.004 0.39
F -1.411227 -1.719481 -3.003240 0.059 0.241 0.102 -0.26
F -3.858928 0.782080 -1.502364 0.109 -0.094 -0.072 -0.19
Lu 0.376347 -0.823079 0.298859 -1.583 1.124 0.473 3.53


Looking at E_tot for the records above, in order, we have -382.37818, -6993.57275 Eh.